Density functional theory data (ωB97M-V with the def2-TZVPD basis set) for a cluster of 18 separate species, C18H72N36O18 in total in a non-equilibrium geometry.

Structure (XYZ):
```
144
Properties=species:S:1:pos:R:3:forces:R:3
C 1.231208 2.898601 3.216925 -1.85 0.61 1.00
O 0.283049 3.715860 3.339158 1.56 -1.33 0.26
N 1.979441 2.829916 2.170083 1.89 1.73 -4.45
N 1.565788 1.889873 4.000491 -0.95 -0.53 2.34
H 1.658513 3.452255 1.442204 0.49 0.24 -0.82
H 2.710740 2.156148 1.993073 -0.49 0.15 0.01
H 0.918144 1.750497 4.762874 0.73 -0.76 0.84
H 2.467584 1.458607 3.856036 -0.63 -0.13 0.64
C -0.208659 7.703810 1.305213 0.62 0.42 -0.93
O 0.398133 8.337477 0.445897 -0.21 0.34 0.42
N -0.837387 8.145240 2.368074 -1.35 3.78 3.32
N -0.361902 6.409195 1.274907 1.01 -3.18 -2.04
H -0.686280 9.110733 2.623173 -0.13 -0.08 -0.11
H -1.051390 7.551666 3.156735 0.09 0.02 -0.43
H 0.270456 6.070656 0.563840 -0.39 -1.33 0.26
H -0.735576 5.845508 2.025044 0.34 -0.05 -0.40
C -2.596435 3.021120 1.658843 -6.40 0.56 -0.60
O -3.801683 3.252879 1.362436 1.78 0.03 -0.44
N -1.654775 2.754616 0.805409 2.44 -0.52 -2.58
N -2.277985 2.884941 2.904376 1.47 -0.68 3.51
H -0.709346 2.686779 1.154217 -0.14 0.46 -0.62
H -1.815967 2.988574 -0.163797 0.20 -0.03 0.26
H -1.304073 2.696352 3.094214 -0.38 0.40 0.84
H -2.984923 2.902664 3.625499 0.24 0.05 -0.38
C 3.657711 -4.585671 0.293112 3.28 -3.48 -0.02
O 4.312908 -5.604752 0.609478 -0.63 0.79 -0.30
N 2.409702 -4.477847 0.705831 -1.18 0.77 0.62
N 4.167151 -3.634884 -0.481366 -0.32 -0.56 0.09
H 2.087080 -5.380754 1.023269 -0.83 0.50 0.08
H 1.912306 -3.673716 0.350766 -0.82 -0.56 0.13
H 5.047070 -3.955219 -0.859814 0.18 1.12 0.14
H 3.754787 -2.735003 -0.280689 0.92 0.92 -1.09
C -2.909486 1.385756 -3.554765 -3.86 -2.39 0.03
O -4.010967 1.266783 -3.976636 -4.31 0.68 -2.82
N -2.432012 0.431496 -2.874328 3.70 -3.72 2.82
N -2.194460 2.412872 -3.602071 4.00 7.19 -1.32
H -1.559397 0.735732 -2.466804 0.06 -1.88 0.92
H -3.002329 -0.388059 -2.722102 0.40 0.05 0.53
H -1.311873 2.522946 -3.123494 -0.36 0.01 -0.22
H -2.559547 3.192308 -4.130544 0.22 -0.04 0.26
C -5.441707 -2.061141 -1.686590 2.02 0.21 -0.18
O -4.217419 -1.953604 -1.685414 0.62 -0.27 -0.33
N -6.184480 -2.743436 -2.495485 0.21 -3.52 -4.54
N -6.261252 -1.569551 -0.848258 -1.97 3.34 4.72
H -7.188294 -2.631901 -2.494223 0.60 -0.39 -0.85
H -5.624624 -3.152826 -3.229696 -1.08 -0.22 -0.49
H -7.226575 -1.822108 -1.004727 0.24 0.98 1.14
H -5.909744 -0.875478 -0.204206 -0.71 0.01 0.18
C 4.031448 -0.359673 0.588858 1.01 0.81 -2.84
O 3.602822 -1.062604 -0.267112 -1.91 -2.24 -3.34
N 3.738937 -0.443783 1.778713 -2.90 -1.27 8.67
N 4.838958 0.612845 0.352078 2.99 3.08 -3.03
H 3.021965 -1.120033 1.999469 0.13 0.13 0.72
H 4.159849 0.211660 2.421615 -0.49 -0.68 0.37
H 5.032914 0.548316 -0.637011 0.96 1.07 0.09
H 5.334384 1.178675 1.026242 0.00 -0.22 -0.54
C -1.687697 -3.580246 -2.892193 1.32 -1.13 2.27
O -0.727844 -3.534722 -2.171760 3.04 -0.10 2.56
N -1.863638 -2.890810 -3.914076 0.65 6.42 -6.80
N -2.602446 -4.467888 -2.866131 -4.85 -4.86 2.07
H -1.056199 -2.404477 -4.276868 -0.04 0.43 0.10
H -2.744720 -2.477538 -4.184263 -0.05 -0.25 -0.29
H -3.401125 -4.277997 -3.454475 0.16 -0.48 0.15
H -2.812669 -4.959471 -2.009249 0.07 0.09 0.01
C 0.030622 -0.260668 0.258643 -0.21 1.42 -2.22
O -0.020354 0.548881 -0.702316 0.16 -1.27 0.48
N 0.051312 -1.581783 0.247938 0.01 -1.18 -2.68
N 0.081882 0.112037 1.497539 0.82 2.29 4.06
H -0.115730 -1.919277 -0.689243 -0.30 -1.35 0.10
H -0.154404 -2.051091 1.118296 -0.21 -0.11 -0.94
H 0.654535 -0.544143 2.008999 -0.20 0.28 0.90
H 0.271498 1.083781 1.697196 0.02 -0.18 -0.05
C 2.600529 -4.008038 -4.366356 0.85 2.73 -2.22
O 3.360898 -3.363873 -5.105245 0.42 -1.10 0.65
N 2.802230 -4.385424 -3.158023 4.21 -0.86 4.53
N 1.367876 -4.172923 -4.654597 -5.69 -0.37 -4.02
H 2.118834 -4.551053 -2.433017 0.08 0.10 -0.44
H 3.710389 -4.010898 -2.923362 -0.09 -0.45 1.16
H 0.630819 -4.638722 -4.144820 0.55 -0.01 0.14
H 1.167397 -3.894634 -5.604575 -0.49 -0.01 0.13
C -0.205559 -0.274676 6.099481 -0.29 2.57 -3.07
O 0.365491 0.806864 6.123019 -0.19 -0.08 0.40
N -0.948700 -0.798510 5.106981 -1.04 1.28 -3.07
N -0.160935 -1.225178 6.933731 1.39 -3.86 5.70
H -1.356889 -1.707558 5.271622 -0.35 0.60 -1.03
H -1.266294 -0.198327 4.359295 -0.30 -0.33 -0.03
H 0.406532 -1.189117 7.768467 -0.42 -0.11 0.00
H -0.846954 -1.940688 6.739991 0.75 -0.25 1.49
C -1.410468 -4.476544 2.176481 -1.81 -0.79 -0.44
O -2.339132 -5.182107 2.180719 -4.96 -4.61 0.19
N -0.357030 -4.675191 1.520488 6.15 -1.56 -3.33
N -1.459845 -3.333462 2.700360 -0.61 6.16 3.79
H 0.262978 -3.879240 1.566689 0.63 -0.93 -0.81
H -0.417254 -5.343398 0.765519 0.48 0.29 0.06
H -2.371888 -3.136800 3.087147 0.36 0.74 0.14
H -0.647103 -2.735419 2.656731 -0.70 0.36 0.94
C 3.999949 6.589444 1.527279 1.21 0.57 -1.70
O 4.190542 6.949171 0.405950 0.49 1.90 -3.26
N 4.337848 7.242993 2.590863 0.01 1.86 2.34
N 3.673902 5.361519 1.725821 -1.77 -5.45 1.02
H 4.237892 6.672860 3.418549 0.71 1.32 0.46
H 4.761096 8.136028 2.382410 -0.14 -0.02 1.08
H 3.884372 4.752099 0.948384 -0.71 0.00 0.25
H 3.199614 5.021927 2.550338 0.17 -0.14 -0.35
C 2.120344 -2.689685 3.600343 1.92 -1.86 -1.58
O 1.279452 -2.411103 2.796684 -2.26 1.25 -3.45
N 2.002105 -2.524704 4.820783 -2.02 2.57 8.59
N 3.264909 -3.297584 3.388094 2.08 -1.02 -2.96
H 1.237620 -1.971751 5.181197 0.12 -0.09 0.13
H 2.786241 -2.721054 5.426320 -0.64 0.15 0.19
H 3.219255 -3.781225 2.502600 1.07 -0.54 -0.02
H 3.904227 -3.474094 4.149816 -0.09 -0.43 -0.78
C 1.804371 3.861366 -0.945747 2.17 1.14 0.39
O 1.048449 4.169919 -0.072275 -2.76 1.81 1.80
N 2.706772 4.606495 -1.547304 0.97 2.76 -1.30
N 2.067273 2.626404 -1.178943 -0.10 -4.99 -0.75
H 2.750817 5.600811 -1.375519 0.26 0.00 -0.14
H 3.349064 4.125458 -2.160622 0.00 0.87 0.10
H 2.604509 2.387298 -2.000101 -0.43 -0.62 0.26
H 1.380929 2.010636 -0.766802 0.08 -0.75 -0.42
C -2.864483 -0.376096 -6.718675 0.93 -0.41 1.67
O -3.624772 -1.171072 -6.253050 -1.96 -2.34 1.74
N -1.691450 -0.060398 -6.158998 0.55 0.56 -0.44
N -3.155029 0.239750 -7.832666 -0.45 1.67 -2.90
H -1.491338 -0.353591 -5.213431 0.36 0.30 -0.47
H -1.153328 0.585073 -6.719254 0.63 -0.19 1.11
H -2.414925 0.694378 -8.348094 -0.67 -0.01 -0.27
H -4.040077 -0.041543 -8.229723 0.46 0.24 -0.35
C -4.130263 -1.362339 1.795925 -0.44 1.93 1.96
O -4.515796 -0.762099 2.771188 -0.59 1.42 2.36
N -4.596739 -2.509844 1.498856 -2.39 -5.24 -0.83
N -3.245370 -0.911371 0.990593 3.95 2.23 -2.88
H -5.374512 -2.769489 2.088550 0.10 -0.38 -0.41
H -4.498123 -2.884336 0.566049 -0.10 -0.15 0.29
H -2.856423 0.001953 1.176741 -0.04 -0.10 -0.18
H -2.874865 -1.475870 0.239481 -0.18 0.36 -0.05
C 1.097402 -0.310821 -3.947039 -2.23 0.10 0.49
O 0.802021 -0.636858 -5.062439 0.53 -0.27 -2.37
N 1.255715 -1.154119 -2.945224 1.14 -1.79 2.07
N 0.947680 0.930465 -3.432511 0.56 2.42 0.34
H 1.293570 -0.741455 -2.024146 0.27 -0.64 -0.06
H 1.353485 -2.153391 -3.054735 -0.12 0.31 -0.20
H 0.678146 1.741579 -3.970607 0.06 -0.55 -0.20
H 0.846473 0.977283 -2.428686 -0.16 0.27 -0.34
```
Positions in Å, forces in eV/Å.

Output
Energy above the lowest of the compared OMol25 structures with the same formula, charge and spin: 357.8 kcal per mole
HOMO level: -8.74 eV
2S+1: 1
E_LUMO: -0.90 eV
F_max: 9.4 eV/Å
Calculated total energy: -110340.2692 eV

=====

Density functional theory data (ωB97M-V with the def2-TZVPD basis set) for the ion C4H8IN2 with charge +1 in a non-equilibrium geometry.

Structure (XYZ):
```
15
Properties=species:S:1:pos:R:3:forces:R:3
C 0.420115 0.075995 0.986541 2.94 1.38 -1.00
C 1.827333 0.859654 0.259364 -1.93 -0.92 1.74
C -1.581413 -1.090611 0.665703 -3.26 3.26 1.18
C -0.647408 0.049498 -1.281689 1.61 -3.05 1.58
N 1.679984 2.037401 -0.097626 -0.83 -1.06 0.26
N -0.505058 -0.313247 0.211644 0.84 2.30 -1.66
I 3.523225 -0.462907 0.313761 -0.82 0.55 -0.09
H 0.362169 -0.148505 2.092147 0.29 0.16 -1.36
H -1.344356 -2.057298 0.509688 0.62 -3.51 0.03
H -2.413053 -0.843954 -0.059078 0.35 -0.37 1.49
H -1.763556 -0.762325 1.738673 -0.35 -1.05 -1.37
H -0.679414 -0.968991 -1.712598 0.13 0.64 -0.32
H 0.247190 0.548574 -1.518849 0.68 0.70 -0.79
H -1.540895 0.541560 -1.542696 -1.02 0.88 0.39
H 2.415137 2.535160 -0.564978 0.73 0.09 -0.08
```
Positions in Å, forces in eV/Å.

Output
Energy above the lowest of the compared OMol25 structures with the same formula, charge and spin: 63.9 kcal per mole
HOMO level: -13.85 eV
Structure (SMILES): [H]/N=C(\I)C=[N+](C)C
2S+1: 1
E_LUMO: -4.56 eV
Charge: +1
F_max: 4.8 eV/Å
Calculated total energy: -15349.3375 eV

=====

Question: Which formula does entry 1 have?
Answer: C18H72N36O18

=====

Question: What is the 2S+1 in the second record?
Answer: 1